# 1
Entry from the Open Molecules 2025 dataset: C4H7Cl3 in the gas phase in a non-equilibrium geometry (the ωB97M-V functional and the def2-TZVPD basis).

The geometry in XYZ format:
```
14
Properties=species:S:1:pos:R:3:forces:R:3:lowdin_charge:R:1
C -1.29836 -0.62272 0.36398 -1.147 2.037 1.088 -0.12
C 0.03494 0.12394 0.31160 -1.695 -0.056 -0.133 -1.12
Cl 0.28936 0.75798 1.87403 0.307 1.375 2.165 0.72
C 1.07707 -0.92123 0.08919 2.485 1.761 3.706 -0.49
Cl 2.80381 -0.14682 0.17992 -0.951 -0.864 -0.174 0.45
C -0.14351 1.18001 -0.75111 -0.719 1.469 -1.041 -0.58
Cl 1.15707 2.44563 -0.75304 -0.549 -0.417 -0.389 0.51
H -2.23263 0.09156 0.56342 2.210 -1.776 0.017 0.15
H -1.18002 -1.51055 0.96247 -0.532 -0.004 0.712 0.08
H -1.36818 -0.95173 -0.60214 -0.935 -1.168 -2.709 0.04
H 1.08243 -1.33206 -0.83919 -0.299 -1.697 -2.428 0.04
H 1.08294 -1.55355 1.02287 -0.091 0.101 -1.594 0.09
H -0.19199 0.62483 -1.71469 0.382 0.690 0.357 0.10
H -1.11293 1.81470 -0.70732 1.534 -1.452 0.423 0.11
```
Forces are in eV/Å.

Summary:
**Structure (SMILES)**: CC(Cl)(CCl)CCl
**E**: -1537.15563 hartree
**LUMO energy**: 0.617 eV
**Net charge**: 0
**F_max**: 4.8 eV Å⁻¹
**ΔE to the lowest compared entry with this formula, charge and spin**: 19.1 kcal per mole

=====

# 2
Entry from the Open Molecules 2025 dataset: 2 unconnected molecules or ions with the total composition C4H7ClN2 in a non-equilibrium geometry (the ωB97M-V functional and the def2-TZVPD basis).

The geometry in XYZ format:
```
14
Properties=species:S:1:pos:R:3:forces:R:3:lowdin_charge:R:1
C 2.44721 0.47535 0.87179 0.866 1.068 1.345 -0.13
C 1.36494 -0.07487 0.09840 -3.121 1.265 -0.511 -0.17
C 0.09750 0.37736 0.22232 1.215 -0.775 0.062 -0.17
N -0.95308 -0.00420 -0.55733 -1.362 -1.288 -0.923 0.08
C -1.19004 -0.73972 -1.49924 0.994 1.628 2.340 -0.32
N -1.56688 -1.21546 -2.51361 -1.001 -3.019 -3.464 0.16
H 2.63342 -0.26985 1.67340 0.622 1.026 0.001 0.09
H 2.27022 1.54362 1.17890 -0.552 -1.293 0.632 0.10
H 3.31820 0.71261 0.29195 0.838 -0.868 -0.495 0.06
H 1.46830 -0.84781 -0.61708 0.649 -0.645 -0.747 0.09
H -0.29229 0.96857 1.01946 0.561 0.913 0.513 0.10
H -1.68925 -2.18862 -2.90657 0.263 1.992 1.235 0.11
Cl -3.70748 0.37392 1.85984 1.003 -1.061 2.066 0.32
H -4.20077 0.88910 0.87778 -0.976 1.056 -2.054 -0.31
```
Forces are in eV/Å.

Summary:
**Structure (SMILES)**: C/C=C/N=C=N.Cl
**E**: -726.24447 hartree
**LUMO energy**: 0.877 eV
**Net charge**: 0
**F_max**: 4.7 eV Å⁻¹
**ΔE to the lowest compared entry with this formula, charge and spin**: 60.3 kcal per mole

=====

# 3
Entry from the Open Molecules 2025 dataset: C4H7ClN2 in the gas phase in a non-equilibrium geometry (the ωB97M-V functional and the def2-TZVPD basis).

The geometry in XYZ format:
```
14
Properties=species:S:1:pos:R:3:forces:R:3:lowdin_charge:R:1
H -0.31548 -1.66601 -2.39161 -1.968 -0.294 0.637 0.02
N -1.36136 -1.73944 -2.13439 1.785 2.927 1.707 0.04
C -1.64282 -0.91400 -1.11757 -0.784 -4.436 -2.359 -0.27
N -0.84437 -0.22898 -0.26026 1.941 -2.013 -3.106 0.02
C 0.53053 -0.08511 -0.23895 3.120 3.076 -0.968 -0.35
C 1.60811 -0.29722 -1.45973 0.661 -1.639 -2.534 -0.10
C 1.04192 0.72927 0.74889 0.797 -0.739 -1.957 -0.56
Cl 0.15371 1.15878 2.17698 0.213 0.113 -0.333 0.62
H -2.71350 -1.09356 -0.85256 0.876 1.163 0.320 0.12
H -1.15499 0.17651 0.53093 -2.359 1.455 2.858 0.02
H 2.18478 -1.43163 -1.28925 -1.731 3.469 -0.590 0.13
H 1.09973 -0.33674 -2.63468 1.211 0.030 3.685 0.11
H 2.51783 0.55318 -1.67697 -2.801 -2.275 1.459 0.12
H 1.98226 1.28037 0.47217 -0.961 -0.837 1.180 0.08
```
Forces are in eV/Å.

Summary:
**Structure (SMILES)**: [H]/N=C\N/C(C)=C\Cl
**E**: -726.19242 hartree
**LUMO energy**: 0.624 eV
**Net charge**: 0
**F_max**: 5.1 eV Å⁻¹
**ΔE to the lowest compared entry with this formula, charge and spin**: 93.0 kcal per mole

=====

# 4
Entry from the Open Molecules 2025 dataset: C4H7ClN2 in the gas phase in a non-equilibrium geometry (the ωB97M-V functional and the def2-TZVPD basis).

The geometry in XYZ format:
```
14
Properties=species:S:1:pos:R:3:forces:R:3:lowdin_charge:R:1
C 1.54008 1.53606 0.28251 2.040 2.531 4.099 -0.13
C 0.15585 1.28427 -0.03116 -0.975 3.829 -1.614 -0.22
C -0.44907 0.16629 0.09494 -3.764 -0.040 0.402 -0.72
Cl -2.18070 -0.01701 -0.18893 -0.138 0.432 -0.197 0.66
C 0.03282 -0.98602 0.65311 1.515 -5.182 2.188 -0.28
N 1.10306 -1.56525 0.22529 0.643 2.574 -0.684 0.05
N 1.83690 -0.69744 -0.65459 0.166 -3.999 1.605 -0.04
H 2.15751 0.70183 0.59188 -0.832 -0.041 0.850 0.06
H 1.54183 2.29497 1.22280 0.178 -1.229 -2.325 0.14
H 2.23667 1.86206 -0.47926 -0.529 1.009 -0.619 0.08
H -0.52005 2.12582 -0.34584 1.080 -0.624 0.074 0.13
H -0.51256 -1.56777 1.47844 0.541 1.015 -1.537 0.14
H 1.36689 -0.03673 -1.21001 -0.739 0.289 -1.075 0.05
H 2.54377 -1.25584 -1.03754 0.817 -0.565 -1.167 0.07
```
Forces are in eV/Å.

Summary:
**Structure (SMILES)**: C/C=C(Cl)\C=N/N
**E**: -726.19748 hartree
**LUMO energy**: 0.798 eV
**Net charge**: 0
**F_max**: 5.8 eV Å⁻¹
**ΔE to the lowest compared entry with this formula, charge and spin**: 89.8 kcal per mole

=====

# 5
Entry from the Open Molecules 2025 dataset: 2 unconnected molecules or ions with the total composition C4H7ClN2 in a non-equilibrium geometry (the ωB97M-V functional and the def2-TZVPD basis).

The geometry in XYZ format:
```
14
Properties=species:S:1:pos:R:3:forces:R:3:lowdin_charge:R:1
C -2.32913 0.10738 -0.20140 2.224 -2.157 0.099 -0.07
N -0.89137 0.30815 0.05263 -1.550 -0.018 0.226 0.01
C -0.38394 1.39718 0.03936 1.818 0.072 -0.603 -0.33
N 0.46666 2.23049 -0.19451 -0.350 -0.991 -1.420 0.19
H -2.78796 1.01721 -0.50898 -0.921 0.370 0.146 0.07
H -2.36798 -0.68829 -0.96434 -0.381 0.528 0.032 0.08
H -2.53847 -0.39706 0.73526 -1.622 0.446 0.052 0.08
H 0.59105 3.08984 0.21269 0.322 2.034 1.439 0.03
C 1.12296 -1.41341 0.55201 0.216 -1.293 -2.189 -0.08
C 2.05912 -1.05139 -0.32477 -1.447 -0.070 3.487 -0.67
Cl 3.35061 -0.00929 -0.02190 1.011 1.253 0.850 0.61
H 1.13102 -1.01177 1.50308 -0.061 0.854 1.826 0.03
H 0.32723 -2.17226 0.35158 0.973 0.848 -0.152 0.08
H 2.25022 -1.40678 -1.23072 -0.232 -1.874 -3.792 -0.01
```
Forces are in eV/Å.

Summary:
**Structure (SMILES)**: CN=C=N.C=CCl
**E**: -726.21734 hartree
**LUMO energy**: 0.669 eV
**Net charge**: 0
**F_max**: 4.2 eV Å⁻¹
**ΔE to the lowest compared entry with this formula, charge and spin**: 77.3 kcal per mole

=====

# 6
Entry from the Open Molecules 2025 dataset: 2 unconnected molecules or ions with the total composition C4H7ClN3 in a non-equilibrium geometry (the ωB97M-V functional and the def2-TZVPD basis).

The geometry in XYZ format:
```
15
Properties=species:S:1:pos:R:3:forces:R:3:lowdin_charge:R:1
C 0.79223 1.21565 -0.37812 -1.081 2.080 -2.627 -0.20
C 0.34889 0.43725 0.74403 -1.302 -0.268 -1.758 -0.15
C -2.15724 -1.23853 -0.32401 2.142 0.857 0.338 -0.38
C 2.00596 1.77591 -0.45894 0.463 -0.519 1.769 0.07
N -1.98831 -0.43580 -1.20161 -1.564 1.174 -2.587 0.17
N -1.71058 -1.74191 0.70813 -3.498 -2.955 2.531 0.08
N 0.71817 -0.77870 0.85873 1.723 -2.764 3.698 -0.35
Cl 1.66740 -1.74759 -0.23663 -0.502 1.191 0.781 0.76
H -0.02678 1.50618 -1.18395 1.672 -0.712 1.923 0.16
H -0.59286 0.71346 1.26146 1.062 0.033 0.615 0.17
H 2.29263 2.47142 -1.24523 -0.114 -0.305 0.129 0.08
H 2.73039 1.61776 0.40820 -0.825 0.219 -1.465 0.11
H -2.30842 -0.25837 -2.18133 0.460 -0.759 1.611 0.13
H -2.44896 -2.23820 1.37143 2.057 1.424 -1.769 0.15
H 0.67747 -1.29854 1.85784 -0.694 1.304 -3.190 0.21
```
Forces are in eV/Å.

Summary:
**E**: -780.66407 hartree
**LUMO energy**: -5.146 eV
**Net charge**: +1
**F_max**: 5.2 eV Å⁻¹
**ΔE to the lowest compared entry with this formula, charge and spin**: 90.4 kcal per mole

=====

Q: Among the records above, which one has the lowest F_max?
A: number 5